Entry 1:
C21H23N3O3 | wB97M-V/def2-TZVPD

The value obtained for the frontier orbital gap is 8.746 eV. The energy relative to the best compared isomer or geometry (same formula, charge and spin) is 46.7 kJ/mol. Its SMILES is CCCCCn1c(=O)c(C(=O)NCc2ccccn2)c(O)c2ccccc21. The value obtained for the total energy is -1204.10504 hartree. Its LUMO energy is 0.226 eV. The HOMO energy is -8.52 eV.

Element x y z (Å)
1 C -4.6560 -3.7122 -0.0442
2 C -3.5665 -3.8635 1.0100
3 C -2.5243 -2.7428 0.9904
4 C -1.6611 -2.7280 -0.2792
5 H -0.6137 -2.5816 -0.0137
6 C -2.0216 -1.6390 -1.2954
7 N -1.7342 -0.3048 -0.7827
8 C -2.7096 0.5299 -0.2957
9 C -4.0739 0.2001 -0.2937
10 C -5.0162 1.0697 0.2058
11 C -4.6483 2.3069 0.7266
12 C -3.3220 2.6586 0.7306
13 C -2.3481 1.7892 0.2249
14 C -0.9626 2.1789 0.2329
15 C -0.0082 1.3243 -0.2873
16 C -0.3884 0.0404 -0.8273
17 O 0.4021 -0.7608 -1.3252
18 C 1.4068 1.7600 -0.2568
19 O 1.7225 2.8704 0.2123
20 N 2.3172 0.9312 -0.7644
21 C 3.7264 1.2045 -0.7075
22 C 4.4984 0.0467 -0.1297
23 N 3.8351 -1.0823 0.0646
24 C 4.4816 -2.1240 0.5569
25 C 5.8273 -2.1005 0.8834
26 C 6.5260 -0.9190 0.6801
27 C 5.8544 0.1745 0.1646
28 H 6.3619 1.1116 -0.0072
29 H 7.5773 -0.8530 0.9214
30 H 6.3145 -2.9755 1.2841
31 H 3.8844 -3.0163 0.6923
32 H 4.1079 1.4145 -1.7170
33 H 3.8720 2.1037 -0.0987
34 H 2.0099 0.0029 -1.0580
35 O -0.6663 3.3582 0.7427
36 H 0.3431 3.4528 0.6574
37 H -2.9935 3.6093 1.1196
38 H -5.3975 2.9772 1.1176
39 H -6.0571 0.7819 0.1909
40 H -4.4153 -0.7430 -0.6847
41 H -3.0605 -1.7040 -1.6045
42 H -1.3874 -1.7766 -2.1763
43 H -1.7323 -3.6933 -0.7829
44 H -1.8745 -2.8816 1.8570
45 H -3.0236 -1.7812 1.1191
46 H -4.0345 -3.8840 1.9972
47 H -3.0595 -4.8208 0.8681
48 H -5.2048 -2.7848 0.1054
49 H -4.2340 -3.7166 -1.0463
50 H -5.3629 -4.5362 0.0264

Entry 2:
C21H23N3O4S | wB97M-V/def2-TZVPD

The value obtained for the frontier orbital gap is 8.420 eV. The energy relative to the best compared isomer or geometry (same formula, charge and spin) is 84.7 kJ/mol. Its SMILES is CCOc1ccc(OCC)c(NC(=O)CSc2nc3ccccc3c(=O)n2C)c1. The value obtained for the total energy is -1677.49628 hartree. Its LUMO energy is 0.574 eV. The HOMO energy is -7.85 eV.

Element x y z (Å)
1 C -3.6434 -3.0016 -2.1360
2 C -3.9054 -1.7137 -2.9122
3 H -3.9906 -1.9368 -3.9794
4 H -4.8411 -1.2432 -2.5845
5 O -2.8303 -0.8014 -2.8328
6 C -2.6279 -0.0890 -1.6912
7 C -1.4636 0.6833 -1.6752
8 C -1.1493 1.4646 -0.5828
9 C -2.0093 1.4922 0.5357
10 C -3.1611 0.7325 0.5079
11 C -3.4739 -0.0551 -0.5935
12 H -4.3871 -0.6271 -0.5638
13 H -3.8465 0.7339 1.3405
14 O -1.6024 2.3084 1.5706
15 C -2.3029 2.2755 2.7970
16 C -2.0108 1.0200 3.6138
17 H -2.5495 1.0648 4.5563
18 H -2.3178 0.1282 3.0729
19 H -0.9456 0.9481 3.8202
20 H -3.3803 2.3903 2.6286
21 H -1.9456 3.1594 3.3334
22 N 0.0023 2.2528 -0.4996
23 C 1.0732 2.2629 -1.3288
24 O 1.1579 1.6804 -2.3839
25 C 2.1928 3.1810 -0.8284
26 H 2.1265 3.3865 0.2383
27 H 2.1945 4.1113 -1.3976
28 S 3.7933 2.4036 -1.1736
29 C 3.4654 0.8399 -0.4557
30 N 2.3772 0.7202 0.2193
31 C 2.0706 -0.5059 0.7384
32 C 0.8749 -0.6727 1.4456
33 C 0.5531 -1.9057 1.9620
34 C 1.4082 -2.9951 1.7959
35 C 2.5907 -2.8448 1.1087
36 C 2.9349 -1.6018 0.5735
37 C 4.1846 -1.4325 -0.1570
38 O 5.0158 -2.2977 -0.3386
39 N 4.3826 -0.1394 -0.6636
40 C 5.5732 0.1247 -1.4390
41 H 6.1670 0.9083 -0.9662
42 H 5.3027 0.4409 -2.4473
43 H 6.1446 -0.8020 -1.4795
44 H 3.2731 -3.6690 0.9652
45 H 1.1392 -3.9558 2.2082
46 H -0.3729 -2.0339 2.5038
47 H 0.2223 0.1759 1.5645
48 H 0.0737 2.7358 0.3859
49 H -0.8085 0.6546 -2.5283
50 H -4.4716 -3.6908 -2.2769
51 H -2.7296 -3.4667 -2.4967
52 H -3.5271 -2.7985 -1.0743

Entry 3:
C21H23N5O7RuS | wB97M-V/def2-TZVPD

As for the multiplicity: 2. The net charge is +1. The value obtained for the frontier orbital gap (spin up / spin down) is 7.703 / 7.768 eV. The energy relative to the best compared isomer or geometry (same formula, charge and spin) is 28.6 kJ/mol. Its expectation value of S² is 0.757. The value obtained for the total energy is -2107.27981 hartree. Its LUMO energy (spin up / spin down) is -4.795 / -4.761 eV. The HOMO energy (spin up / spin down) is -12.50 / -12.53 eV.

Element x y z (Å)
1 Ru 1.1667 -0.0927 1.6277
2 C 0.5808 0.5230 4.4344
3 C 1.8775 0.2084 4.9088
4 C 2.4811 -0.9582 4.5285
5 C 1.8057 -1.8451 3.6703
6 C 0.4698 -1.6410 3.3645
7 C -0.1612 -0.4348 3.7595
8 H 0.1238 1.4671 4.7005
9 H 2.3838 0.8950 5.5739
10 H 3.4737 -1.2081 4.8787
11 H 2.2909 -2.7535 3.3358
12 H -0.0838 -2.4236 2.8653
13 H -1.2062 -0.2500 3.5583
14 O 3.8923 -2.0735 -0.4128
15 C 3.2939 -1.2941 0.2644
16 O 1.9534 -1.2228 0.2940
17 C 3.9660 -0.2495 1.1128
18 C 5.3226 -0.0219 1.0394
19 C 5.8529 1.0204 1.7863
20 C 5.0070 1.7926 2.5631
21 C 3.6557 1.4886 2.5980
22 N 3.1523 0.4748 1.8979
23 H 5.9232 -0.6481 0.3945
24 H 6.9117 1.2379 1.7502
25 H 5.3808 2.6300 3.1343
26 H 2.9559 2.0654 3.1862
27 C -3.2675 1.1886 -6.5691
28 C -2.8802 1.1189 -5.0969
29 S -4.2174 0.3730 -4.1793
30 O -5.3249 1.2838 -4.1763
31 O -4.3754 -0.9851 -4.6297
32 C -3.6035 0.2836 -2.4936
33 C -2.6969 -0.9246 -2.3037
34 N -2.1420 -0.9609 -0.9437
35 C -0.9334 -0.4810 -0.5903
36 N -0.7194 -0.6529 0.7210
37 C -1.8377 -1.2616 1.2185
38 C -2.7136 -1.4533 0.2059
39 N -4.0197 -2.0471 0.3169
40 O -4.3016 -2.4971 1.4048
41 O -4.7411 -2.0155 -0.6584
42 C -0.0205 0.1374 -1.5879
43 H -2.4597 1.6410 -7.1412
44 H -4.1649 1.7912 -6.6979
45 H -3.4577 0.1912 -6.9617
46 H -2.7237 2.1088 -4.6673
47 H -1.9970 0.4961 -4.9430
48 H -4.5012 0.1974 -1.8814
49 H -3.1065 1.2290 -2.2696
50 H -1.8536 -0.9059 -2.9894
51 H -3.2569 -1.8351 -2.4841
52 H -1.9932 -1.5527 2.2403
53 H 0.2917 -0.6016 -2.3274
54 H 0.8696 0.5174 -1.1049
55 H -0.5159 0.9602 -2.1046
56 O 1.9509 3.5748 0.1317
57 C 1.4255 2.6531 0.6168
58 N 0.8170 1.7423 1.1309

Entry 4:
C21H24AgBrNO5 | wB97M-V/def2-TZVPD

The net charge is -1. The value obtained for the frontier orbital gap is 7.004 eV. The energy relative to the best compared isomer or geometry (same formula, charge and spin) is 9.1 kJ/mol. The value obtained for the total energy is -3966.56915 hartree. Its LUMO energy is 2.482 eV. The HOMO energy is -4.52 eV.

Element x y z (Å)
1 Ag -1.0688 -0.9679 -3.0570
2 C 4.0913 -0.9870 3.2152
3 C 4.2257 -1.1233 1.6999
4 C 4.9640 0.1147 1.1738
5 C 5.0810 -2.3692 1.4195
6 C 2.8623 -1.2427 1.0101
7 C 2.7864 -1.4178 -0.3695
8 C 1.5569 -1.5206 -0.9783
9 Br 1.5511 -1.7722 -2.8802
10 C 0.2924 -1.4804 -0.3212
11 O -0.8211 -1.6641 -0.9388
12 C 0.3892 -1.2358 1.0860
13 C 1.6466 -1.1577 1.6850
14 C -0.8469 -1.1214 2.0057
15 C -2.1789 -0.9413 1.2661
16 C -0.9489 -2.3949 2.8606
17 C -0.7112 0.0961 2.9402
18 H 5.0872 -0.9380 3.6675
19 H 3.5641 -1.8419 3.6477
20 H 3.5529 -0.0756 3.4903
21 H 5.9547 0.2022 1.6362
22 H 4.3959 1.0218 1.3954
23 H 5.0979 0.0607 0.0903
24 H 6.0453 -2.2987 1.9368
25 H 5.2798 -2.4847 0.3510
26 H 4.5664 -3.2703 1.7633
27 H 3.6817 -1.4704 -0.9820
28 H 1.6756 -1.0217 2.7592
29 H -2.4349 -1.8099 0.6644
30 H -2.1529 -0.0791 0.5970
31 H -2.9633 -0.7770 2.0151
32 H -1.0530 -3.2732 2.2172
33 H -1.8228 -2.3453 3.5223
34 H -0.0559 -2.5307 3.4786
35 H -0.6127 1.0146 2.3550
36 H 0.1480 0.0280 3.6094
37 H -1.6073 0.1820 3.5639
38 O -3.1925 -0.8733 -3.9101
39 C -3.9067 0.0732 -3.6150
40 C -3.5334 1.4677 -3.5408
41 C -4.5614 2.3686 -3.2789
42 C -4.3123 3.7114 -3.1481
43 C -2.9867 4.2007 -3.2333
44 C -1.9562 3.3482 -3.4628
45 C -2.1577 1.9281 -3.6710
46 O -1.1939 1.1793 -3.9496
47 N -5.4070 4.6274 -2.9049
48 O -5.1575 5.8249 -2.8478
49 O -6.5491 4.1892 -2.8722
50 H -4.9696 -0.1275 -3.3745
51 H -5.5802 2.0124 -3.1732
52 H -2.8200 5.2599 -3.0990
53 H -0.9337 3.7028 -3.5147

Entry 5:
C21H24As2F3N2S2Tl | wB97M-V/def2-TZVPD

The net charge is +2. The value obtained for the frontier orbital gap is 7.198 eV. The energy relative to the best compared isomer or geometry (same formula, charge and spin) is 0.0 kJ/mol. The value obtained for the total energy is -6663.64464 hartree. Its LUMO energy is -7.000 eV. The HOMO energy is -14.20 eV.

Element x y z (Å)
1 Tl -0.1070 -0.1067 0.0744
2 C -2.5167 -0.4993 3.4955
3 As -0.6791 -0.6529 2.8647
4 C -0.0934 -2.2857 3.7521
5 C 0.2558 0.7403 3.8714
6 C 0.0532 0.7696 5.2490
7 C 0.6881 1.7068 6.0465
8 C 1.5463 2.6316 5.4704
9 C 1.7569 2.6134 4.1023
10 C 1.1171 1.6775 3.2936
11 As 1.5007 1.7865 1.3807
12 C 3.4383 1.6339 1.2757
13 C 1.1578 3.6452 0.9268
14 H -2.5418 -0.5480 4.5822
15 H -3.0968 -1.3274 3.0915
16 H -2.9556 0.4378 3.1601
17 H -0.2477 -2.1926 4.8254
18 H 0.9588 -2.4728 3.5492
19 H -0.6789 -3.1219 3.3734
20 H -0.6104 0.0489 5.7115
21 H 0.5145 1.7128 7.1141
22 H 2.0497 3.3653 6.0854
23 H 2.4317 3.3402 3.6651
24 H 3.8913 2.4433 1.8453
25 H 3.7502 1.7045 0.2352
26 H 3.7563 0.6762 1.6812
27 H 1.6603 4.2974 1.6382
28 H 0.0880 3.8420 0.9478
29 H 1.5386 3.8409 -0.0742
30 F 2.9389 -3.1078 -4.9009
31 C 2.3266 -2.9351 -3.7299
32 F 1.2937 -3.8007 -3.6742
33 F 3.1874 -3.2684 -2.7568
34 C 1.8453 -1.5124 -3.5669
35 C 2.0700 -0.5782 -4.5615
36 C 1.6362 0.7319 -4.3901
37 C 1.0007 1.0531 -3.2108
38 N 0.7777 0.1538 -2.2488
39 C 1.1733 -1.1200 -2.3979
40 S 0.7983 -2.2101 -1.0944
41 H 2.5849 -0.8756 -5.4650
42 H 1.7976 1.4803 -5.1521
43 H 0.6427 2.0561 -3.0088
44 S -2.5538 0.5205 -0.6125
45 C -2.5662 -0.6394 -1.9172
46 N -2.9886 -1.8979 -1.6570
47 C -3.0308 -2.8803 -2.5759
48 C -2.6412 -2.6243 -3.8635
49 C -2.2262 -1.3332 -4.1906
50 C -2.1939 -0.3436 -3.2237
51 H -3.2969 -2.0864 -0.7119
52 H -3.3761 -3.8501 -2.2483
53 H -2.6746 -3.4078 -4.6055
54 H -1.9297 -1.1062 -5.2065
55 H -1.8831 0.6637 -3.4558